Record 1
Molecular formula: C6H16N4
Method: DFT, ωB97M-V with the def2-TZVPD basis set

As for the LUMO energy: 0.0297 Ha. For the largest force on an atom, the calculation gives 3.01 eV/A. The energy relative to the best compared isomer or geometry (same formula, charge and spin) is 68.6 kcal per mole. Its spin multiplicity is 1. For the HOMO energy, the calculation gives -8.6 eV. The value obtained for the molar mass is 144.22 g/mol.

Element x y z (Å)
C1 1.142224 -0.211741 -1.196183
C2 2.381526 0.433733 -1.743350
C3 1.688871 1.040851 -0.549642
C4 -0.130754 -0.104397 -2.009111
C5 1.289728 -1.522922 -0.453128
H1 2.313233 0.956236 -2.687828
H2 3.331551 -0.056378 -1.579169
H3 1.163470 1.975851 -0.696627
H4 2.180757 0.956198 0.410616
H5 -0.212200 0.871698 -2.487708
H6 1.257628 -2.361543 -1.150917
H7 -1.009423 -0.257362 -1.380832
H8 -0.146875 -0.865003 -2.791796
H9 0.482113 -1.652959 0.269415
H10 2.232968 -1.564137 0.091650
N1 -0.785935 0.593780 1.706041
C6 -2.110306 -0.672075 1.224040
N2 -1.255657 1.813756 2.315161
N3 -1.686157 -1.552103 2.040968
N4 -3.032020 -0.264174 0.496936
H11 -0.120215 0.837540 0.974385
H12 -1.774287 1.536163 3.145530
H13 -1.941460 2.221838 1.679769
H14 -1.776378 -2.541175 1.877569
H15 -0.541249 -0.266821 2.408413
H16 -2.941155 0.655146 0.085798

Forces on the atoms, in the same order (eV/Å):
C 0.016 -0.040 -0.040
C -0.043 -0.057 -0.033
C -0.022 -0.036 0.014
C 0.159 0.036 0.067
C 0.016 0.196 -0.004
H -0.052 0.029 -0.004
H -0.004 -0.028 0.050
H -0.034 0.032 -0.051
H 0.036 -0.038 0.026
H -0.005 0.043 -0.024
H 0.017 -0.022 0.003
H -0.051 -0.006 -0.002
H -0.011 -0.015 -0.014
H -0.052 -0.053 0.011
H 0.057 -0.011 -0.008
N -0.769 -1.440 1.333
C 0.312 -0.263 0.879
N 0.349 -0.260 0.106
N 0.661 -0.310 -0.071
N -0.330 0.332 -0.347
H 0.236 -0.346 0.307
H 0.024 0.024 -0.128
H 0.039 -0.155 0.025
H -0.561 0.043 -0.248
H -0.104 2.492 -1.684
H 0.117 -0.147 -0.162

Electronic structure analysis, Löwdin charges in units of e: number 1, C, carries -0.552; number 2, C, carries -0.097; number 3, C, carries -0.131; number 4, C, carries -0.039; number 5, C, carries -0.039; number 6, H, carries 0.101; number 7, H, carries 0.101; number 8, H, carries 0.100; number 9, H, carries 0.101; number 10, H, carries 0.083; number 11, H, carries 0.085; number 12, H, carries 0.054; number 13, H, carries 0.086; number 14, H, carries 0.055; number 15, H, carries 0.084; number 16, N, carries -0.055; number 17, C, carries -0.520; number 18, N, carries 0.004; number 19, N, carries 0.025; number 20, N, carries 0.098; number 21, H, carries 0.073; number 22, H, carries 0.080; number 23, H, carries 0.067; number 24, H, carries 0.051; number 25, H, carries 0.151; number 26, H, carries 0.033

Record 2
Molecular formula: C15H27BeBr3CaCl3CsN2O6P
Method: DFT, ωB97M-V with the def2-TZVPD basis set

As for the LUMO energy: -0.2238 Ha. For the largest force on an atom, the calculation gives 8.70 eV/A. Its spin multiplicity is 1. For the HOMO energy, the calculation gives -8.3 eV. The value obtained for the molar mass is 890.43 g/mol. As for the net charge: +1.

Element x y z (Å)
C1 -2.237011 -4.227786 -2.645954
C2 -2.592651 -2.682320 -2.999984
C3 -1.446176 -1.561952 -2.621679
N1 -3.660253 -2.278692 -3.579489
P1 -5.141978 -2.386215 -2.563297
H1 -3.127488 -4.895944 -2.554829
H2 -1.624852 -4.287895 -1.664642
H3 -1.537004 -4.616527 -3.490748
H4 -1.885463 -0.586598 -2.283098
H5 -0.704293 -2.035058 -1.835895
H6 -0.825900 -1.428448 -3.578596
H7 -5.523439 -1.046817 -2.980241
H8 -4.540805 -1.810898 -1.396435
H9 -4.900630 -3.742889 -2.145331
H10 -5.904554 -2.897474 -3.825581
H11 -6.410518 -2.455517 -1.868961
Be1 0.574238 -2.137496 -3.916988
Cl1 -6.518407 -3.226488 -5.114895
C4 1.352022 1.375893 0.063539
C5 2.010520 1.577716 1.275361
C6 2.588118 0.510334 1.952220
C7 2.518213 -0.764312 1.413604
C8 1.866452 -0.971384 0.200920
C9 1.278888 0.099108 -0.472916
H12 0.898022 2.212802 -0.465627
H13 2.074885 2.569615 1.690824
H14 3.090887 0.674521 2.893262
H15 2.972181 -1.597071 1.936456
H16 1.815662 -1.970329 -0.222558
H17 0.766531 -0.061265 -1.417034
N2 -0.848889 1.469835 -4.028317
O1 -1.512822 1.322014 -2.972227
O2 -1.310684 2.116448 -4.969702
O3 0.296028 0.957497 -4.111451
C10 4.423476 -0.496032 -4.652988
Cl2 4.394179 -0.575832 -6.414994
Cl3 2.782806 -0.443041 -3.984185
H18 4.933343 -1.375541 -4.268867
H19 4.954452 0.402063 -4.348960
Ca1 1.063442 3.661612 2.002808
O4 1.659305 2.508397 5.019459
C11 2.407602 2.037179 5.849527
O5 2.185725 2.164909 7.158608
C12 3.284602 1.609315 7.899436
C13 3.945425 0.637013 6.947418
C14 3.697261 1.293697 5.601822
H20 3.951059 2.422801 8.195200
H21 2.910703 1.117735 8.795721
H22 4.998295 0.464666 7.168153
H23 3.432245 -0.327350 6.985343
H24 4.479550 2.013102 5.346926
H25 3.581143 0.557978 4.811070
C15 -5.053901 3.416638 -2.867643
Br1 -3.553185 4.180396 -1.907157
Br2 -5.449249 4.405897 -4.482081
Br3 -4.794554 1.531893 -3.226228
H26 -5.920488 3.502215 -2.221382
O6 -0.274768 3.815204 8.246114
H27 0.321668 3.687785 7.498287
Cs1 -0.208951 -3.429095 -0.851139

Forces on the atoms, in the same order (eV/Å):
C 0.203 0.267 0.015
C 0.376 0.189 -0.432
C -0.525 -1.495 -0.228
N 1.886 0.028 1.469
P 1.185 1.885 4.695
H 0.667 0.704 -0.310
H -4.430 -1.751 -3.871
H -1.140 0.729 1.312
H 0.345 -0.807 -0.549
H -3.141 5.008 -4.575
H -1.898 0.877 1.361
H 0.446 -0.736 -0.929
H -0.338 -0.209 -0.071
H -0.067 -0.118 -0.658
H -2.651 -1.506 -4.807
H -0.107 -0.318 -0.235
Be 1.698 -0.810 -0.658
Cl 0.998 0.455 2.169
C -0.099 0.638 0.193
C 0.154 -1.300 -0.463
C 0.215 0.069 0.288
C -0.079 0.004 -0.054
C 0.006 0.548 0.073
C -0.103 -0.451 -0.084
H -0.036 -0.147 -0.292
H 4.425 -4.654 -1.310
H 0.006 0.032 -0.033
H 0.005 0.082 0.011
H 0.458 0.472 0.107
H 0.030 0.272 -0.105
N -0.569 0.623 -0.594
O 0.189 0.084 0.471
O 0.206 -0.308 0.442
O 0.312 -0.645 0.287
C 0.356 -0.154 -0.112
Cl 0.053 0.004 0.114
Cl 0.270 0.344 0.125
H -0.116 0.020 -0.084
H -0.172 -0.001 -0.055
Ca -4.687 4.775 2.286
O -0.179 0.215 -0.800
C -0.011 0.320 0.527
O -0.046 -0.022 -0.877
C 0.329 -0.164 0.622
C 0.288 -0.366 -0.015
C 0.016 -0.302 0.177
H -0.111 0.021 -0.047
H -0.211 0.229 -0.086
H -0.071 0.069 0.032
H 0.036 0.067 0.027
H -0.066 -0.002 -0.103
H 0.052 0.163 -0.132
C -0.126 -0.107 -0.133
Br -0.139 -0.066 -0.119
Br 0.142 -0.188 0.302
Br -0.027 0.338 0.014
H 0.159 0.020 -0.069
O -0.007 0.031 -0.254
H 0.052 -0.050 0.024
Cs 5.590 -2.903 6.002

Electronic structure analysis, Löwdin charges in units of e: number 1, C, carries -0.174; number 2, C, carries -0.429; number 3, C, carries -0.253; number 4, N, carries -0.136; number 5, P, carries 0.469; number 6, H, carries 0.072; number 7, H, carries -0.236; number 8, H, carries 0.111; number 9, H, carries 0.083; number 10, H, carries -0.284; number 11, H, carries -0.083; number 12, H, carries -0.048; number 13, H, carries 0.008; number 14, H, carries -0.011; number 15, H, carries -0.310; number 16, H, carries -0.037; number 17, Be, carries 0.475; number 18, Cl, carries 0.270; number 19, C, carries -0.064; number 20, C, carries -0.228; number 21, C, carries -0.037; number 22, C, carries -0.031; number 23, C, carries -0.096; number 24, C, carries -0.039; number 25, H, carries 0.114; number 26, H, carries -0.132; number 27, H, carries 0.090; number 28, H, carries 0.125; number 29, H, carries 0.003; number 30, H, carries 0.092; number 31, N, carries -0.606; number 32, O, carries -0.165; number 33, O, carries 0.006; number 34, O, carries -0.171; number 35, C, carries -0.997; number 36, Cl, carries 0.539; number 37, Cl, carries 0.471; number 38, H, carries 0.027; number 39, H, carries 0.029; number 40, Ca, carries 1.504; number 41, O, carries 0.023; number 42, C, carries -0.479; number 43, O, carries 0.057; number 44, C, carries -0.120; number 45, C, carries -0.145; number 46, C, carries -0.084; number 47, H, carries 0.139; number 48, H, carries 0.141; number 49, H, carries 0.126; number 50, H, carries 0.126; number 51, H, carries 0.141; number 52, H, carries 0.097; number 53, C, carries -1.599; number 54, Br, carries 0.529; number 55, Br, carries 0.586; number 56, Br, carries 0.617; number 57, H, carries -0.031; number 58, O, carries -0.320; number 59, H, carries -0.146; number 60, Cs, carries 1.419

Which of these has the highest LUMO? C6H16N4

Look up the LUMO of the second one. -0.2238 Ha

Which of these has the lowest LUMO? C15H27BeBr3CaCl3CsN2O6P

LUMO of number 1 (C6H16N4)? 0.0297 Ha